C45H105NO22 | ωB97M-V/def2-TZVPD

* LUMO energy: 0.31 eV
* SMILES string: COCCOCCOC.COCCOCCOC.COCCOCCOC.COCCOCCOC.COCCOCCOC.COCCOCCOC.COCCOCCOC.CN(C)C=O
* HOMO-LUMO gap: 9.64 eV
* multiplicity: 1
* HOMO level: -9.3303 eV

CARTESIAN COORDINATES (ANGSTROEM)
O -1.6598 1.2559 -1.2990
O 2.7988 2.3370 -8.4142
O -2.3905 -7.9509 2.4120
O -6.5986 -4.0731 3.5649
O -5.1929 3.0517 -0.5722
O -3.3774 -5.2510 1.7200
O 4.1806 2.7733 5.9983
O 7.6986 1.9810 -3.3543
O -4.0604 -4.1588 -1.5843
O -1.9599 3.6866 -4.8627
O 5.4224 3.4026 -1.8213
O -7.1752 -6.7354 5.4298
O 0.9981 1.7421 -2.2455
O 2.4824 -3.5876 0.2888
O 2.4769 5.4087 1.8059
O -5.1474 -8.8431 5.8404
O 4.2573 3.7358 3.1716
O 5.4538 -2.0704 0.1695
O 0.8553 -1.6031 1.4059
O 4.5630 6.0260 -2.4374
O -0.6133 3.2233 -7.8328
O -2.9637 -0.8713 0.5593
N -3.8027 4.1520 0.8158
C -6.5617 -2.7382 3.1486
C -7.0284 -4.3180 4.8996
C -1.7507 3.6908 -3.4639
C -3.2567 -8.2502 1.3436
C 0.6330 1.7919 -0.8769
C -2.3738 -5.5482 2.6760
C 6.4682 1.4477 -2.9001
C 0.4547 -1.1464 2.7008
C -3.5827 0.0588 -0.2944
C -4.9843 -7.7655 4.9264
C 3.6404 1.2750 -8.0291
C 1.4184 2.0720 -8.2029
C 5.8673 5.7522 -1.9785
C 3.3504 -3.1467 -0.7361
C -4.5451 -8.5571 7.0997
C -5.2064 -3.7446 -2.2549
C -7.8662 -5.5347 5.1032
C 2.2463 2.3793 -2.4461
C -3.4717 -0.9434 1.8739
C 0.4546 -2.9672 1.2452
C 5.4134 3.3959 3.9603
C 6.2406 4.3618 -2.4854
C 2.8489 2.7489 5.5002
C -6.2891 -7.2131 4.3939
C 5.0835 3.6820 5.4147
C -1.3443 4.1895 -7.0710
C -0.4841 0.7744 -0.6310
C 0.7663 3.4348 -7.9660
C 4.6819 -1.1667 0.9119
C -4.1983 3.4960 2.0407
C 5.9570 2.1181 -1.6263
C -0.9000 4.2865 -5.6044
C 1.3833 5.6008 0.9378
C 4.6245 4.2452 1.9061
C -2.6758 0.3204 -1.5105
C -2.9506 -4.8273 0.4322
C -1.5886 -6.7845 2.3321
C -4.1810 -4.2270 -0.1598
C 3.4044 4.5764 1.1067
C -4.2285 3.7724 -0.4250
C 4.7938 -3.2773 -0.2058
C 4.0882 7.2914 -2.0668
C 1.0952 -3.5037 -0.0085
C -2.5399 4.8854 0.9851
C 7.7696 2.0769 -4.7663
H -0.1526 -0.1932 -1.0086
H 5.2263 3.5508 1.3064
H -2.3582 3.8163 -7.1650
H -8.6643 -5.4759 5.8437
H -3.8641 3.9331 2.9858
H -3.1191 -9.3245 1.1778
H -6.1427 -3.9437 -1.7156
H 6.5584 0.3956 -2.6113
H 1.5775 6.4414 0.2615
H -4.5627 -0.8979 1.9136
H 5.5242 2.3124 3.8340
H 0.9762 -0.1884 2.7773
H -4.3203 -8.0627 1.4981
H -1.8430 4.2328 1.5129
H -0.7681 3.2600 -3.2409
H 5.5187 -3.8294 -0.7969
H 5.9726 5.8549 -0.8934
H 2.6051 2.0686 -3.4267
H 2.1676 3.4723 -2.4334
H -2.8741 -5.5242 3.6443
H -6.8567 -7.9372 3.8068
H -6.1798 -4.1430 5.5699
H 4.7629 4.6817 5.7344
H -0.5930 -0.8464 2.5879
H 4.1217 -1.6167 1.7370
H 3.1331 7.4722 -2.5645
H -4.9770 -7.6708 7.5685
H 3.0463 2.1787 -1.7273
H 1.4274 1.4084 -0.2248
H -8.4372 -5.8002 4.1995
H 0.5199 5.9845 1.4922
H 0.9443 1.6468 -9.0959
H -2.0467 5.1635 0.0504
H -5.2599 -2.6521 -2.3825
H -2.4791 3.0196 -3.0174
H -7.6521 -3.4492 5.1676
H -3.0703 -0.1367 2.4960
H 6.3485 3.8364 3.6092
H -3.7947 1.0101 0.2116
H 0.0393 3.7829 -5.3728
H -6.0998 -2.1041 3.9106
H 1.2747 3.7290 -7.0395
H 4.6387 1.6953 -7.9061
H 3.7532 5.1361 0.2307
H -4.2454 -3.1566 0.0970
H 7.5618 1.0995 -5.2165
H 3.1081 -2.1061 -0.9728
H -3.3575 0.6665 -2.2930
H 0.9986 4.7330 0.3994
H 2.4312 3.7569 5.4260
H -1.1206 -6.6682 1.3488
H -0.6311 -3.0800 1.2172
H 5.2281 1.4471 -1.1639
H -7.4982 -2.3675 2.7205
H 2.2555 2.1824 6.2148
H 6.9785 2.7404 -5.1262
H -6.0416 -6.3453 3.7772
H -3.5907 4.2024 -1.2123
H -0.8469 0.7981 0.3999
H -2.2874 -0.6132 -1.9347
H -5.1497 -4.6386 0.1307
H 5.6997 1.5375 -3.6711
H -5.2842 3.5084 2.1165
H 3.9839 7.3467 -0.9788
H 0.7452 -4.4822 -0.3452
H 1.2537 1.3774 -7.3783
H -4.7912 -9.4834 7.6338
H 4.6361 8.1835 -2.4016
H -4.4359 -6.8945 5.3021
H 0.8375 -3.5252 2.1037
H -2.7187 5.8402 1.4786
H 4.0403 -0.5211 0.3030
H 2.9482 3.6503 0.7426
H -3.1601 -1.9086 2.2740
H -3.6747 2.5335 2.1015
H 6.0237 4.3553 -3.5522
H -2.7097 -5.6737 -0.2268
H -4.5961 -0.1334 -0.6760
H 0.3536 2.7995 -0.5617
H 6.0140 3.5309 5.9781
H -5.9001 -2.6556 2.2814
H 2.8483 2.2731 4.5204
H -0.8862 5.3553 -5.3623
H 3.3546 0.7179 -7.1328
H 8.7572 2.3690 -5.1077
H 0.6584 -1.7678 3.5702
H 7.3008 4.2410 -2.2642
H 5.3977 -0.4811 1.3761
H -2.9793 -7.8377 0.3678
H 1.0897 4.1211 -8.7509
H 5.2353 5.1576 1.9473
H -1.1512 5.1649 -7.5316
H -2.0744 -4.1852 0.5052
H -4.3562 -8.1578 4.1179
H 6.5787 6.4263 -2.4745
H 4.6788 -3.8056 0.7499
H 6.7371 2.1254 -0.8508
H -1.7869 4.7136 -3.0712
H 3.1962 -3.7921 -1.6073
H 0.8637 -2.7910 -0.8088
H 3.6919 0.5450 -8.8476
H -0.8239 -6.9802 3.0861
H -5.2241 -4.2200 -3.2345
H -3.4524 -8.4878 7.1599
H -1.6537 -4.7235 2.8152

C10H15N3S | ωB97M-V/def2-TZVPD

* LUMO energy (spin up / spin down): 0.69 / 0.69 eV
* HOMO-LUMO gap (spin up / spin down): 6.29 / 6.29 eV
* multiplicity: 1
* HOMO level (spin up / spin down): -5.5960 / -5.5992 eV

CARTESIAN COORDINATES (ANGSTROEM)
S 1.0647 1.6697 0.0125
N -0.1150 0.7856 -0.9474
N -1.2804 0.3604 -0.3478
N 0.2955 -2.1324 -0.3787
C -1.7259 1.0716 -2.4682
C 0.7315 -2.8322 -2.7891
C 0.6181 -2.4223 -1.4308
C -0.4760 1.7149 2.4533
C -1.3190 -0.1792 0.9004
C -2.2663 0.5841 -1.2537
C -0.4005 1.2116 -2.2079
C 2.3083 0.3617 2.2271
C -0.2571 0.2910 1.8509
C 1.1614 0.2583 1.2994
H 0.3016 1.8864 -2.7612
H -0.3959 -0.4929 2.6785
H -2.0715 -0.8564 1.1169
H -2.3351 1.1511 -3.2619
H -3.2398 0.1631 -0.9722
H -1.3019 1.7231 3.1165
H 1.0055 -3.9149 -2.8196
H 1.8591 0.4692 3.1972
H -0.3537 -2.8173 -3.2371
H 3.0201 1.0949 1.9563
H 1.2806 -0.6879 0.6492
H 1.3631 -2.1370 -3.3117
H 2.7173 -0.5766 2.2436
H -0.6377 2.2962 1.5537
H 0.4487 1.9561 2.9317

C33H40FN6O10PSbScSe4 | ωB97M-V/def2-TZVPD

* LUMO energy: -1.04 eV
* HOMO-LUMO gap: 4.96 eV
* multiplicity: 1
* HOMO level: -5.9989 eV

CARTESIAN COORDINATES (ANGSTROEM)
Sb 2.4297 -2.1933 -1.3375
Se 2.2003 -4.0174 0.2996
Se 4.7408 -1.4543 -0.9497
Se 2.1565 -3.0687 -3.5749
Se 0.9021 -0.3164 -1.0137
Sc -0.4158 1.4235 -0.7427
P 1.1251 1.6650 -3.4198
F 4.7610 0.4069 2.4449
O -0.0912 0.8792 1.3962
O 0.1295 3.5704 0.5034
O -0.7851 5.1710 1.7749
O -2.0140 0.5750 -1.6426
O -6.6056 3.1881 -3.9686
O -3.4563 -0.8364 1.9402
O -6.9751 -0.3909 -2.4771
O -2.0375 -0.6227 0.2176
O -3.9905 -0.4022 -1.0962
O 0.6762 2.3449 -2.1180
N -5.5330 1.3050 -3.2706
N 0.2886 -2.5992 3.4924
N -2.1313 3.5721 -2.4685
N 5.3532 -3.9224 1.1661
N -2.1253 2.2803 0.3117
N 5.0985 -2.3214 3.1850
C 1.4319 -1.8759 3.1879
C -4.6510 4.7432 -2.5397
C 3.6880 -0.3935 2.5959
C 5.1922 -3.7063 3.5955
C 1.0715 2.9637 -4.6797
C 4.9239 -4.6377 2.3978
C 2.8559 1.1740 -3.4666
C 0.0347 -0.2022 2.0217
C -4.4051 1.8605 0.7430
C -4.4653 3.0365 1.4734
C 2.7023 -2.3916 3.4431
C 2.4665 0.1016 2.2791
C -1.0644 -1.1081 2.2246
C 0.3488 -3.8481 4.2632
C 0.5485 -5.0770 3.3879
C -2.1666 3.3930 1.0306
C -5.6419 2.6445 -3.4593
C -2.8448 0.2712 -0.6831
C -3.3276 3.8206 1.6403
C 1.3038 -0.6470 2.5290
C -3.1864 1.5086 0.1783
C -0.8288 4.0457 1.0705
C 3.8585 -1.7171 3.0779
C -3.5591 5.4499 -2.0667
C -4.4667 3.4368 -2.9726
C -6.6017 0.3815 -3.5927
C 0.0682 0.4093 -4.1786
C 6.5908 -3.1343 1.3856
C -2.3236 4.8149 -2.0363
C 6.2456 -1.9683 2.3429
C -3.1808 2.9164 -2.9560
C -2.3295 -0.8439 1.4931
C -0.8900 -2.2285 2.9753
H -0.7646 0.9255 -4.6627
H 4.5160 -3.9315 4.4168
H -0.3248 -0.3273 -3.4890
H 4.5853 -3.2652 0.8414
H -3.3356 4.7341 2.2172
H 7.3610 -3.7956 1.7831
H -5.2739 1.2325 0.6120
H 1.1451 -3.7464 4.9982
H 0.1274 5.4995 1.7734
H -5.6401 5.1808 -2.5880
H 0.7171 -5.9531 4.0166
H -5.4005 3.3396 1.9252
H -1.4454 5.3256 -1.6516
H -6.2975 -0.2565 -4.4264
H 3.0819 0.8301 -4.4760
H 3.4446 2.0637 -3.2351
H -0.3357 -5.2595 2.7763
H 3.8646 -4.8513 2.2597
H -4.7501 0.9270 -2.7568
H 2.3835 1.0740 1.8147
H 1.2965 2.5649 -5.6682
H -0.5872 -3.9243 4.8153
H 7.1055 -1.7455 2.9792
H 0.6723 -0.1062 -4.9270
H -2.9839 1.9170 -3.3216
H 5.4884 -5.5644 2.4938
H -7.4621 0.9744 -3.8867
H 6.0166 -1.1069 1.7320
H 2.7786 -3.4087 3.7895
H 6.8950 -2.7362 0.4216
H -3.6594 6.4703 -1.7220
H 1.8022 3.7300 -4.4181
H 6.2062 -3.8554 3.9713
H -6.2404 -0.9660 -2.2374
H 1.3841 -4.9453 2.7008
H 3.1219 0.3967 -2.7583
H -4.3653 -0.8421 -0.3188
H -1.7246 -2.8930 3.1635
H 5.4193 -4.5493 0.3640
H 0.0792 3.4156 -4.6790

Energy above the lowest of the compared OMol25 structures with the same formula, charge and spin
In order: 0.00; 561.37; 275.68
Unit: kJ/mol